Density functional theory data (ωB97M-V/def2-TZVPD) for C47H55IrN7O4PSe as an isolated structure.

Structure (XYZ):
```
116
C47H55IrN7O4PSe ωB97M-V/def2-TZVPD
Ir -0.545 0.043 0.660
N -2.499 0.638 0.969
C -3.582 -0.357 0.696
C -4.894 0.308 0.308
C -4.881 1.136 -0.997
C -5.988 0.676 -1.948
N -5.680 -0.655 -2.468
C -5.180 -0.937 -3.665
N -5.390 -0.137 -4.715
N -4.467 -2.052 -3.805
C -3.059 -1.405 -0.299
O -3.866 -2.096 -0.915
O -1.786 -1.509 -0.369
H -2.585 0.969 1.926
H -2.644 1.456 0.375
H -3.738 -0.913 1.623
H -5.223 0.935 1.140
H -5.628 -0.496 0.238
H -3.918 1.062 -1.518
H -5.042 2.193 -0.779
H -6.125 1.380 -2.765
H -6.934 0.622 -1.410
H -5.419 -1.328 -1.749
H -6.120 0.554 -4.682
H -5.093 -0.424 -5.633
H -4.124 -2.519 -2.974
H -4.166 -2.374 -4.708
O 1.450 -0.494 0.697
C 1.510 -1.460 -0.175
O 0.628 -1.552 -1.029
C 2.542 -2.516 -0.066
C 3.833 -2.251 0.369
C 4.758 -3.283 0.427
C 4.390 -4.577 0.071
C 3.094 -4.845 -0.349
C 2.170 -3.806 -0.427
P 0.492 -4.109 -1.008
C -0.420 -5.110 0.124
C -1.730 -5.486 -0.210
C -2.482 -6.227 0.681
C -1.947 -6.577 1.917
C -0.666 -6.172 2.270
C 0.095 -5.423 1.389
C 0.581 -4.770 -2.650
C -0.038 -5.963 -3.043
C 0.103 -6.405 -4.347
C 0.847 -5.667 -5.259
C 1.467 -4.484 -4.871
C 1.330 -4.027 -3.575
H 4.111 -1.243 0.646
H 5.771 -3.082 0.750
H 5.115 -5.378 0.115
H 2.811 -5.854 -0.625
H -2.155 -5.198 -1.165
H -3.485 -6.531 0.417
H -2.537 -7.164 2.610
H -0.257 -6.449 3.232
H 1.093 -5.112 1.668
H -0.590 -6.562 -2.332
H -0.356 -7.337 -4.649
H 0.954 -6.022 -6.275
H 2.065 -3.928 -5.580
H 1.805 -3.102 -3.270
C 0.033 5.891 -1.346
C -0.262 5.159 -2.654
C 0.990 4.678 -3.393
C 1.520 3.317 -2.956
N 2.075 3.313 -1.592
C 1.568 2.757 -0.482
Se -0.195 2.026 -0.563
N 2.420 2.922 0.535
C 2.336 2.449 1.922
C 2.316 3.589 2.949
C 0.929 4.087 3.349
C 0.220 4.885 2.260
C 3.561 3.571 0.047
C 4.756 3.921 0.671
C 5.692 4.561 -0.116
C 5.454 4.838 -1.472
C 4.274 4.477 -2.089
C 3.334 3.834 -1.289
H -0.882 6.277 -0.897
H 0.692 6.742 -1.525
H 0.514 5.252 -0.603
H -0.808 5.836 -3.311
H -0.925 4.306 -2.470
H 1.781 5.426 -3.291
H 0.784 4.589 -4.461
H 2.326 2.989 -3.613
H 0.738 2.561 -2.990
H 3.206 1.811 2.078
H 1.461 1.817 1.995
H 2.897 4.431 2.569
H 2.837 3.227 3.837
H 1.039 4.710 4.238
H 0.313 3.231 3.645
H 0.883 5.643 1.838
H -0.653 5.406 2.657
H -0.124 4.248 1.441
H 4.952 3.701 1.711
H 6.636 4.854 0.322
H 6.218 5.342 -2.047
H 4.101 4.679 -3.137
N -0.246 0.498 2.506
C -0.082 0.478 3.645
C 0.109 0.471 5.063
C 1.004 -0.444 5.620
C 1.182 -0.447 6.991
C 0.475 0.449 7.785
C -0.416 1.356 7.221
C -0.605 1.376 5.852
H 1.550 -1.130 4.987
H 1.873 -1.144 7.443
H 0.623 0.444 8.857
H -0.957 2.050 7.850
H -1.289 2.082 5.399
```

The energy above the lowest of the compared OMol25 structures with the same formula, charge and spin is 264.8 kJ/mol. The gap between HOMO and LUMO (spin up / spin down) is 5.898 / 6.576 eV. The net charge is +3. For the electronic energy, the calculation gives -145706.3891 eV. As for the multiplicity: 2. The HOMO energy (spin up / spin down) comes out at -14.1733 / -14.8704 eV.

Atomic partial charges in e from the Löwdin method, atoms 1 to 99: 1.154, -0.084, -0.244, -0.129, -0.147, -0.141, 0.095, -0.427, 0.216, 0.221, -0.580, 0.029, -0.132, 0.112, 0.052, 0.167, 0.130, 0.126, 0.122, 0.123, 0.118, 0.138, 0.116, 0.124, 0.133, 0.104, 0.133, -0.179, -0.593, -0.076, -0.144, 0.006, -0.026, -0.029, -0.048, -0.283, 1.268, -0.343, -0.095, -0.051, -0.039, -0.052, -0.066, -0.335, -0.067, -0.051, -0.041, -0.054, -0.075, 0.123, 0.122, 0.123, 0.128, 0.110, 0.118, 0.120, 0.118, 0.106, 0.103, 0.120, 0.120, 0.117, 0.110, -0.092, -0.243, -0.171, -0.137, -0.006, -0.518, 0.880, 0.025, -0.113, -0.163, -0.238, -0.096, -0.133, 0.013, -0.038, -0.038, 0.020, -0.135, 0.083, 0.089, 0.031, 0.114, 0.080, 0.113, 0.125, 0.136, 0.081, 0.137, 0.056, 0.111, 0.123, 0.119, 0.077, 0.084, 0.083, 0.021



Density functional theory data (ωB97M-V/def2-TZVPD) for one molecule with the formula C2H2BrO2P.

Structure (XYZ):
```
8
C2H2BrO2P ωB97M-V/def2-TZVPD
C 0.859 -0.223 -0.057
C 0.199 0.666 -0.999
O 0.368 -0.748 1.042
O -0.862 1.246 -0.852
P -0.800 -1.202 1.854
Br -2.648 -0.418 0.815
H 1.866 -0.170 -0.062
H 1.018 0.849 -1.741
```

The energy above the lowest of the compared OMol25 structures with the same formula, charge and spin is 167.7 kJ/mol. The gap between HOMO and LUMO (spin up / spin down) is 7.884 / 6.688 eV. For the electronic energy, the calculation gives -85530.0816 eV. The HOMO energy (spin up / spin down) comes out at -8.9895 / -8.1218 eV.

The net atomic charges from Löwdin, expressed in e, are: -0.140, -0.292, -0.505, -0.054, 0.572, 0.224, 0.073, 0.121



Question: What is the electronic energy in the first record?
Answer: -145706.3891 eV



Question: What is the formula in the first record?
Answer: C47H55IrN7O4PSe



Question: electronic energy of number 1 (C47H55IrN7O4PSe)?
Answer: -145706.3891 eV



Question: Which formula does entry 1 have?
Answer: C47H55IrN7O4PSe